Entry 1:
Formula: C19H41BN6Si4TeZn
Source: the Open Molecules 2025 dataset
Level of theory: ωB97M-V/def2-TZVPD

Structure (ORCA input):
```
! wB97M-V def2-TZVPD RIJCOSX def2/J DEFGRID3
* xyz 0 1
H 1.17169 3.70005 -2.56425
N 0.93938 1.99589 -3.83542
B -0.01549 0.48261 -5.78184
N 0.31721 1.83000 -5.06229
C 0.05712 3.04468 -5.58497
Zn 2.26664 0.74298 -2.92899
H -0.31142 3.12470 -6.60363
C 0.37965 4.01153 -4.64380
H 0.28675 5.07838 -4.75447
C 0.88294 3.32338 -3.53682
H 0.09088 0.65894 -6.96927
C -0.54134 -2.30041 -0.11424
H -0.94710 -2.55972 0.86015
H -0.06548 -3.17782 -0.55449
H -1.30284 -1.92532 -0.79380
N -1.51417 0.02525 -5.54378
N 0.99591 -0.62732 -5.35545
N -1.98774 -0.26375 -4.27134
N 1.72610 -0.70050 -4.18392
C -2.52412 -0.12355 -6.42724
C 1.33641 -1.67470 -6.12827
H -2.36227 0.04806 -7.48606
H 0.95763 -1.72436 -7.14555
C -3.67626 -0.50825 -5.74002
C 2.17575 -2.51421 -5.40843
C -3.27571 -0.57577 -4.38085
C 2.36557 -1.90112 -4.16102
H -4.65287 -0.71439 -6.14077
H 2.60215 -3.44559 -5.72990
H -3.88954 -0.83949 -3.51526
H 2.88559 -2.24243 -3.27706
H -0.98441 -0.96130 1.72856
C -3.45583 -0.52189 2.16460
Si -1.91661 -1.05837 3.05852
C -1.97115 -0.36513 4.79059
C -1.87061 -2.91215 3.26820
Si 0.40782 -0.01287 2.15089
Te 1.06110 -0.83912 -0.16292
Si 0.32985 2.20971 2.94186
C 0.25141 2.36866 4.82427
C 1.89205 3.12278 2.42095
C -1.17991 3.07030 2.21823
Si 2.03806 -1.16326 3.34947
C 1.60197 -1.35510 5.17067
C 2.29575 -2.87479 2.61154
C 3.63914 -0.18969 3.21657
H -4.24657 -1.18739 2.53235
H -3.39869 -0.62893 1.07506
H -3.71421 0.51624 2.40341
H -2.83276 -0.84156 5.28552
H -1.08194 -0.60399 5.38506
H -2.14395 0.71550 4.80491
H -1.72392 -3.47286 2.34262
H -1.10490 -3.20650 3.99496
H -2.85014 -3.18928 3.67833
H 1.14834 1.96033 5.30785
H 0.21360 3.44676 5.04521
H -0.62729 1.90246 5.28056
H 2.04861 3.07150 1.33518
H 1.76743 4.17987 2.70132
H 2.79038 2.73845 2.92118
H -1.19299 3.00939 1.12115
H -2.12221 2.65328 2.59888
H -1.13312 4.13291 2.50095
H 0.68071 -1.92707 5.33778
H 2.43704 -1.91706 5.61701
H 1.52408 -0.39044 5.68949
H 2.54977 -2.83916 1.54373
H 3.13921 -3.32076 3.16061
H 1.42086 -3.52497 2.74165
H 3.94917 -0.04415 2.17414
H 3.58430 0.79017 3.70739
H 4.40959 -0.78823 3.72469
*
```

## Properties
frontier orbital gap (alpha / beta): 4.4 / 6.9 eV
HOMO level (alpha / beta): -5.0 / -6.7 eV
relative energy (zero: lowest compared OMol25 entry of this formula, charge and spin): 0.341 eV

***

Entry 2:
Formula: C35H82N4O5P
Source: the Open Molecules 2025 dataset
Level of theory: ωB97M-V/def2-TZVPD

Structure (ORCA input):
```
! wB97M-V def2-TZVPD RIJCOSX def2/J DEFGRID3
* xyz 1 1
C 2.23827 -0.61250 -2.04630
C 1.07520 -0.14066 -1.23385
O 0.49008 -0.80748 -0.44190
O 0.72988 1.11886 -1.50891
C -0.07058 1.80053 -0.52352
C -0.28064 3.22085 -1.01750
C -1.45844 3.42158 -1.97986
C -1.31347 2.77063 -3.36449
C -1.66530 1.26741 -3.39923
C -3.12083 1.01922 -3.82715
N -3.79895 -0.09125 -3.08211
C -4.44892 0.33868 -1.94033
N -5.69755 0.85678 -2.01020
C -6.86679 -0.02462 -1.64584
C -6.52450 -1.48583 -1.37048
N -7.72855 -2.24578 -1.01599
N -3.84140 0.27756 -0.76536
P -4.46841 0.82180 0.76349
O -5.38440 1.93241 0.64853
O -5.05185 -0.47843 1.45169
O -3.07357 1.12046 1.45928
H 3.03760 0.12675 -2.07299
H 1.89047 -0.84290 -3.05707
H 2.62021 -1.53831 -1.61523
H 0.43370 1.74319 0.44328
H -1.03303 1.29249 -0.41009
H -0.43680 3.86748 -0.14842
H 0.65071 3.55794 -1.48461
H -1.56823 4.50135 -2.12073
H -2.39275 3.09049 -1.50217
H -2.00327 3.27987 -4.04629
H -0.30170 2.92441 -3.74628
H -1.50046 0.79944 -2.42776
H -1.00654 0.74342 -4.09668
H -3.72487 1.92267 -3.70579
H -3.15799 0.75767 -4.88605
H -3.16888 -0.85904 -2.86920
H -5.80883 1.21958 -2.95179
H -7.35118 0.41831 -0.77193
H -7.56074 0.02876 -2.48634
H -6.10024 -1.93692 -2.27365
H -5.82871 -1.56963 -0.53437
H -7.81625 -2.30076 -0.00812
H -8.56781 -1.78090 -1.34682
H -2.91168 -0.13647 -0.75524
H -4.36992 -1.10004 1.76425
H -3.06932 0.91482 2.40770
C -6.23527 4.37276 3.05012
C -4.96176 3.84372 3.70091
C -5.21615 2.70545 4.68955
C -6.07868 3.07597 5.89684
C -5.53885 4.23157 6.73787
C -4.17681 3.94623 7.36318
H -6.92224 4.79262 3.78590
H -6.00799 5.15941 2.32993
H -6.75198 3.57197 2.51800
H -4.42597 4.65851 4.19434
H -4.29496 3.47560 2.91413
H -4.25385 2.31458 5.03979
H -5.70606 1.87971 4.15774
H -6.18205 2.19199 6.53385
H -7.08899 3.32134 5.56006
H -6.25760 4.44354 7.53256
H -5.48061 5.14081 6.13352
H -4.22185 3.06597 8.00790
H -3.84355 4.78755 7.97107
H -3.41151 3.76998 6.60500
C 7.54968 -4.61345 -3.66866
C 7.55631 -3.47211 -4.68114
C 6.85185 -2.21188 -4.18166
C 5.36504 -2.38809 -3.86925
C 4.51406 -2.88697 -5.03602
C 4.50005 -1.93396 -6.22737
H 6.53523 -4.93469 -3.42639
H 8.08232 -5.48194 -4.05688
H 8.03725 -4.31058 -2.73953
H 7.10388 -3.81050 -5.61734
H 8.59099 -3.21616 -4.92099
H 6.97919 -1.41570 -4.92035
H 7.35479 -1.86052 -3.27445
H 4.96664 -1.42449 -3.52886
H 5.24859 -3.07548 -3.02598
H 3.48823 -3.03006 -4.68244
H 4.86109 -3.87159 -5.35892
H 4.11653 -0.95270 -5.93642
H 3.86599 -2.31766 -7.02762
H 5.49845 -1.79282 -6.64240
C -1.23109 -2.54654 1.98087
C -0.61714 -3.86166 2.45022
C -1.60957 -4.78053 3.16108
C -2.21598 -4.20556 4.44298
C -1.19928 -3.79669 5.50831
C -0.35272 -4.95908 6.01724
H -1.61293 -1.96678 2.82718
H -0.49765 -1.93435 1.45747
H -2.05415 -2.75035 1.28631
H 0.23396 -3.64812 3.10108
H -0.21156 -4.38893 1.58381
H -1.11450 -5.72822 3.38414
H -2.42407 -5.02547 2.47088
H -2.89447 -4.95098 4.86800
H -2.84156 -3.34027 4.19904
H -1.73877 -3.35435 6.34951
H -0.54434 -3.00995 5.12193
H -0.98354 -5.73865 6.44843
H 0.34080 -4.62600 6.78955
H 0.23982 -5.40903 5.21939
C 7.63264 3.88855 -1.35456
C 8.22956 2.48670 -1.43236
C 7.30324 1.46596 -2.09089
C 5.97842 1.23187 -1.36444
C 6.10882 0.76664 0.08488
C 6.81872 -0.57677 0.22449
H 6.72045 3.90754 -0.75552
H 8.33559 4.58689 -0.89971
H 7.38862 4.26225 -2.35135
H 8.50671 2.15105 -0.42934
H 9.15911 2.52775 -2.00478
H 7.83457 0.51583 -2.19268
H 7.08336 1.79544 -3.11154
H 5.40876 0.47972 -1.92353
H 5.37943 2.14754 -1.39320
H 5.10659 0.68518 0.51701
H 6.63201 1.52227 0.67639
H 6.28734 -1.35648 -0.32728
H 6.87247 -0.88411 1.26938
H 7.84011 -0.53413 -0.15559
*
```

## Properties
frontier orbital gap: 8.7 eV
HOMO level: -12.4 eV

***

Entry 3:
Formula: C4H8O3
Source: the Open Molecules 2025 dataset
Level of theory: ωB97M-V/def2-TZVPD

Structure (ORCA input):
```
! wB97M-V def2-TZVPD RIJCOSX def2/J DEFGRID3
* xyz 0 1
C 2.58403 -0.03688 0.57281
O 1.21396 0.38384 0.56516
C 0.44859 -0.31810 -0.28604
O 0.68195 -1.43756 -0.65016
C -1.40765 -0.06399 0.54527
C -0.85202 0.48949 -0.71909
O -1.98645 -1.12193 0.60960
H 2.71550 -1.01009 1.04802
H 3.12320 0.73868 1.11445
H 2.92879 -0.09654 -0.46294
H -1.09789 0.52313 1.42287
H -0.74134 1.58399 -0.78875
H -3.16983 0.47847 -0.84516
H -1.22250 0.05388 -1.64976
H -3.21832 -0.16638 -0.47625
*
```

## Properties
frontier orbital gap: 10.4 eV
HOMO level: -10.1 eV
relative energy (zero: lowest compared OMol25 entry of this formula, charge and spin): 3.428 eV

***

Entry 4:
Formula: C3H9NO3
Source: the Open Molecules 2025 dataset
Level of theory: ωB97M-V/def2-TZVPD

Structure (ORCA input):
```
! wB97M-V def2-TZVPD RIJCOSX def2/J DEFGRID3
* xyz 0 1
C -0.68707 2.77052 0.90144
C 0.26031 1.54216 0.98631
N -0.43428 0.32402 0.58856
C -0.10420 -0.30754 -0.55816
O 0.73774 0.03854 -1.35400
O -0.99018 -1.30915 -0.85530
H -1.46926 2.70701 1.65094
H -0.01266 3.62621 0.84597
H -1.07074 2.70068 -0.12001
H 0.97730 1.70763 0.18659
H 0.77292 1.41300 1.93901
H -1.26193 0.02097 1.07330
H -0.56965 -1.72092 -1.59238
O 1.21101 -2.61265 0.05047
H 0.35662 -2.64247 0.49425
H 1.08761 -2.97526 -0.83360
*
```

## Properties
frontier orbital gap: 10.5 eV
HOMO level: -9.9 eV
SMILES string: CCNC(=O)O.O
relative energy (zero: lowest compared OMol25 entry of this formula, charge and spin): 0.614 eV

***

Entry 5:
Formula: CH2N2OS
Source: the Open Molecules 2025 dataset
Level of theory: ωB97M-V/def2-TZVPD

Structure (ORCA input):
```
! wB97M-V def2-TZVPD RIJCOSX def2/J DEFGRID3
* xyz 0 1
O -0.48788 -0.22739 0.88187
N -0.31521 0.86872 1.40817
S -1.28102 2.13420 1.41241
H 0.58229 0.97945 1.92568
C 0.48260 -1.26956 -1.87037
N 1.29095 -0.49675 -2.08460
H -0.27173 -1.98868 -1.67317
*
```

## Properties
frontier orbital gap: 8.7 eV
HOMO level: -9.9 eV
SMILES string: [O-][NH+]=S.C#N
relative energy (zero: lowest compared OMol25 entry of this formula, charge and spin): 1.469 eV

***

Entry 6:
Formula: C23H36N2O3
Source: the Open Molecules 2025 dataset
Level of theory: ωB97M-V/def2-TZVPD

Structure (ORCA input):
```
! wB97M-V def2-TZVPD RIJCOSX def2/J DEFGRID3
* xyz 0 1
C 3.77566 1.32625 0.13477
C 3.40869 2.79026 -0.07837
C 2.07856 3.17627 0.56900
C 0.87704 2.50496 -0.09368
C -0.43656 2.97934 0.52673
C -1.68671 2.26392 -0.00209
C -1.84171 2.39894 -1.52382
N -1.25271 1.18719 -2.04238
C -0.94009 1.01581 -3.43760
C -2.19100 0.87181 -4.30679
C -1.82819 0.60989 -5.76591
C -3.06975 0.46585 -6.63720
C -1.09822 0.22405 -1.12388
O -0.66024 -0.89385 -1.34110
C -1.60047 0.74597 0.21500
C -2.93883 0.06141 0.55730
C -2.69499 -1.13043 1.48412
O -3.21303 -1.21131 2.58059
N -1.85609 -2.05082 0.97483
C -1.19895 -3.03193 1.81787
C 0.20794 -2.56664 2.09268
C 1.30515 -3.17634 1.50952
C 2.58687 -2.68585 1.70281
C 2.78448 -1.55358 2.48236
O 3.99540 -0.97710 2.73535
C 5.14617 -1.56395 2.17959
C 1.68100 -0.92946 3.06732
C 0.41385 -1.43282 2.87485
H 3.79107 1.08975 1.19591
H 3.06326 0.66604 -0.35417
H 4.76214 1.12429 -0.27782
H 4.19647 3.41579 0.34833
H 3.36368 3.00295 -1.14949
H 1.95739 4.26119 0.50738
H 2.10443 2.90578 1.62679
H 0.96743 1.42456 0.01696
H 0.89027 2.73216 -1.16168
H -0.54732 4.05331 0.35430
H -0.39112 2.82607 1.60757
H -2.55589 2.68603 0.50792
H -2.89848 2.46359 -1.81096
H -1.32395 3.27600 -1.92133
H -0.34493 1.87115 -3.77699
H -0.33306 0.10970 -3.51157
H -2.79139 0.04303 -3.92565
H -2.79047 1.78277 -4.24085
H -1.23165 -0.30233 -5.82909
H -1.21550 1.43394 -6.13898
H -3.68317 -0.36324 -6.29199
H -3.66937 1.37296 -6.60273
H -2.79061 0.27863 -7.67108
H -0.88286 0.50882 1.00525
H -3.59675 0.75280 1.08562
H -3.44716 -0.27470 -0.34894
H -1.38756 -1.85397 0.09229
H -1.19815 -4.00112 1.31254
H -1.77874 -3.10037 2.74231
H 1.16573 -4.05143 0.89148
H 3.41676 -3.19134 1.23466
H 5.28949 -2.58765 2.54032
H 5.10772 -1.56436 1.08551
H 5.98061 -0.94684 2.50943
H 1.84894 -0.05187 3.67208
H -0.43503 -0.94769 3.33496
*
```

## Properties
frontier orbital gap: 9.0 eV
HOMO level: -8.3 eV
SMILES string: CCCCC[C@H]1CN(CCCC)C(=O)[C@@H]1CC(=O)NCc1ccc(OC)cc1
relative energy (zero: lowest compared OMol25 entry of this formula, charge and spin): 0.000 eV

***

Entry 7:
Formula: C28H53BCuN3P2
Source: the Open Molecules 2025 dataset
Level of theory: ωB97M-V/def2-TZVPD

Structure (ORCA input):
```
! wB97M-V def2-TZVPD RIJCOSX def2/J DEFGRID3
* xyz -1 2
Cu -1.64144 -0.50562 0.08014
C 0.79978 -3.88502 3.62415
C 0.98099 -2.38389 3.86247
C -0.30105 -1.88615 4.53677
C 2.15723 -2.10321 4.79416
P 1.02292 -1.57837 2.11447
C 0.76762 0.22063 2.59024
N 0.74534 1.07661 1.44046
B 0.03038 0.83004 0.17988
N 0.44650 1.98056 -0.61779
C 0.27687 2.25723 -2.02253
P -0.29479 0.73216 -2.95765
C -2.02380 1.28335 -3.56511
C -2.73486 1.96206 -2.39147
C -2.75716 -0.03059 -3.84363
C -2.07587 2.19944 -4.78407
C 0.95355 0.75248 -4.42530
C 0.54148 -0.34453 -5.40718
C 1.20350 2.04873 -5.19244
C 2.25208 0.31131 -3.73545
C 1.15306 2.86647 0.14858
C 1.60272 4.14285 -0.13570
C 2.21632 4.86964 0.87799
C 2.40631 4.31800 2.13207
C 1.97942 3.02867 2.42795
C 1.33686 2.30452 1.43736
C 2.83938 -1.55495 1.50098
C 3.34035 -3.00153 1.49309
C 3.83838 -0.64606 2.21935
C 2.73789 -1.10336 0.03709
H 0.53490 -4.39391 4.55007
H 1.69722 -4.35178 3.23027
H -0.00613 -4.03950 2.90848
H -0.59022 -2.56700 5.33583
H -1.11828 -1.84415 3.82051
H -0.16329 -0.90242 4.97730
H 1.93574 -2.47099 5.79741
H 2.33679 -1.03199 4.86871
H 3.06652 -2.59213 4.45569
H 1.54363 0.53379 3.29988
H -0.20263 0.26253 3.10675
H 1.25296 2.56839 -2.42014
H -0.41589 3.09538 -2.18271
H -2.44266 1.49204 -1.45187
H -3.81287 1.84704 -2.50125
H -2.51746 3.02873 -2.34208
H -2.80521 -0.60864 -2.92221
H -2.24473 -0.61854 -4.60250
H -3.77594 0.16125 -4.18276
H -1.44832 3.07532 -4.64020
H -3.10255 2.53431 -4.93921
H -1.75828 1.68086 -5.68492
H -0.36478 -0.07331 -5.94429
H 0.36480 -1.27854 -4.87709
H 1.33052 -0.50985 -6.14359
H 0.42413 2.22735 -5.92669
H 2.15262 1.98069 -5.72815
H 1.25553 2.90718 -4.52873
H 2.05957 -0.54393 -3.08821
H 2.66428 1.10894 -3.12006
H 3.00643 0.02719 -4.47074
H 1.46455 4.58421 -1.11371
H 2.53725 5.88427 0.68252
H 2.88216 4.90519 2.90636
H 2.13151 2.62925 3.42339
H 3.54128 -3.36911 2.49604
H 4.26281 -3.07658 0.91578
H 2.59036 -3.63946 1.02724
H 3.94821 -0.90197 3.27043
H 3.54265 0.39815 2.13287
H 4.81641 -0.75723 1.74304
H 1.99863 -1.70403 -0.49020
H 3.70479 -1.21641 -0.45845
H 2.43105 -0.06473 -0.03426
C -4.07984 -0.49138 2.43469
C -4.14695 -1.51856 1.26693
C -3.91522 -2.93471 1.87366
C -5.59480 -1.46906 0.70790
N -3.21861 -1.23544 0.26412
H -4.77757 -0.74711 3.23332
H -4.31289 0.50147 2.05936
H -3.06985 -0.46280 2.84086
H -4.60840 -3.11207 2.69537
H -2.89480 -3.02282 2.24351
H -4.05935 -3.68966 1.10302
H -6.32443 -1.61538 1.50641
H -5.73576 -2.24039 -0.04665
H -5.76953 -0.49939 0.24407
*
```

## Properties
frontier orbital gap (alpha / beta): 6.1 / 5.6 eV
HOMO level (alpha / beta): -3.4 / -3.0 eV

***

Entry 8:
Formula: C4H12N2
Source: the Open Molecules 2025 dataset
Level of theory: ωB97M-V/def2-TZVPD

Structure (ORCA input):
```
! wB97M-V def2-TZVPD RIJCOSX def2/J DEFGRID3
* xyz 0 1
C -0.37934 0.67544 -1.37635
C 1.99225 -0.82235 -0.05274
C -0.17369 0.58566 0.11032
C -0.22925 1.65559 0.92748
H -0.11890 -0.25578 -1.87913
H -1.42041 0.90971 -1.62292
H 2.45039 -0.81910 0.93913
H 2.37809 0.06189 -0.55805
H 2.34784 -1.69756 -0.60729
H 0.25458 1.46109 -1.78161
H -0.15574 1.55550 2.00220
H -0.08278 2.64838 0.53088
N -1.89564 -1.22886 0.50811
N -0.53361 -0.72880 0.67128
H -2.52052 -0.44610 0.69396
H -1.99708 -1.46865 -0.47420
H -0.33774 -0.73234 1.67031
H 0.42156 -1.35372 0.29861
*
```

## Properties
frontier orbital gap: 7.5 eV
HOMO level: -6.8 eV
relative energy (zero: lowest compared OMol25 entry of this formula, charge and spin): 5.138 eV

***

Computed energy, in the same sequence as the records: -117206.558; -63109.780; -10417.576; -10889.968; -16928.847; -33559.721; -98261.259; -7317.890 eV.